{"formula": "C32H31N11O2S3Zr", "method": "ωB97M-V/def2-TZVPD", "total_charge": 4, "e_tot_ev": -87926.55191, "species": ["Zr", "C", "C", "N", "C", "C", "N", "C", "C", "C", "C", "C", "N", "C", "C", "N", "C", "C", "N", "C", "C", "C", "N", "C", "C", "H", "H", "H", "H", "H", "H", "H", "H", "H", "H", "H", "H", "O", "C", "N", "C", "O", "C", "C", "C", "C", "N", "C", "H", "H", "H", "H", "H", "H", "H", "H", "C", "N", "C", "C", "N", "C", "S", "H", "H", "H", "H", "H", "H", "S", "C", "N", "C", "C", "S", "H", "H", "H", "H", "H"], "coordinates": [[-0.12286, 0.31267, -0.41863], [-0.24141, -0.94518, -4.74534], [0.18863, -0.58762, -3.47332], [-0.68278, -0.51272, -2.46007], [-1.97856, -0.80246, -2.69231], [-2.37211, -1.17382, -3.97353], [-1.51206, -1.24198, -4.98035], [-2.88362, -0.65980, -1.53531], [-4.21926, -0.98454, -1.55971], [-5.02299, -0.80011, -0.41969], [-4.37880, -0.27507, 0.71700], [-3.04222, 0.03983, 0.68004], [-2.28906, -0.15503, -0.42811], [-2.29169, 0.57913, 1.83273], [-2.85014, 0.90999, 3.06153], [-2.11315, 1.34606, 4.07452], [-0.80323, 1.45521, 3.90117], [-0.21649, 1.15929, 2.67819], [-0.96216, 0.73619, 1.64871], [-6.44985, -1.13350, -0.41311], [-7.30108, -0.65184, 0.58498], [-8.64731, -0.98630, 0.54031], [-9.16895, -1.75727, -0.40688], [-8.36774, -2.22353, -1.35812], [-7.01079, -1.93806, -1.40879], [0.45198, -0.99210, -5.57670], [1.22763, -0.34942, -3.27604], [-3.40350, -1.40908, -4.20586], [-4.65947, -1.36356, -2.46887], [-4.93690, -0.13165, 1.62910], [-3.91418, 0.82587, 3.24340], [-0.20582, 1.78729, 4.74181], [0.85294, 1.25722, 2.53084], [-6.96648, 0.00210, 1.37847], [-9.33077, -0.61622, 1.29488], [-8.82577, -2.85174, -2.11246], [-6.42912, -2.37604, -2.20832], [6.02856, -4.39427, -0.96219], [6.39233, -3.22739, -1.64870], [5.33454, -2.28399, -1.28245], [5.54964, -0.95799, -1.30131], [6.53475, -0.41020, -1.73806], [4.43457, -0.07132, -0.76879], [4.81184, 1.18473, -0.29339], [3.84227, 2.07105, 0.15797], [2.52300, 1.69487, 0.06418], [2.13416, 0.49070, -0.42077], [3.09414, -0.38286, -0.81148], [6.70119, -5.07287, -1.08314], [6.39911, -3.37146, -2.73153], [7.35418, -2.81883, -1.33244], [4.62722, -2.69145, -0.68936], [5.86549, 1.44101, -0.30143], [4.10649, 3.04346, 0.54942], [1.73550, 2.38617, 0.36435], [2.74878, -1.33821, -1.18623], [-0.15350, -4.31484, -2.17388], [-1.02257, -4.13131, -1.00870], [-2.08090, -4.96934, -0.70406], [-2.57105, -4.58397, 0.49408], [-1.80921, -3.50801, 0.89514], [-0.86600, -3.24133, -0.02140], [0.43480, -2.10206, 0.18015], [-0.76701, -4.42366, -3.06547], [0.44963, -5.21045, -2.03770], [0.49990, -3.45301, -2.26637], [-2.37197, -5.77644, -1.35574], [-3.36896, -4.98702, 1.09448], [-1.84789, -3.07338, 1.80541], [-0.43909, 2.43488, -1.86126], [-0.75981, 3.92624, -1.03702], [-0.86605, 5.03686, -1.70427], [-1.03663, 6.29170, -0.95104], [-1.36710, 5.90238, 0.49785], [-0.95045, 4.12297, 0.65826], [-0.75133, 5.05717, -2.71278], [-1.84322, 6.86836, -1.39910], [-0.11321, 6.86547, -1.02409], [-2.42170, 6.01768, 0.73281], [-0.77355, 6.45993, 1.21707]], "atomic_forces_ev_per_a": [[0.419, -0.151, 0.110], [-0.005, -0.073, 0.023], [-0.014, 0.049, 0.010], [-0.126, 0.167, -0.010], [0.016, -0.025, -0.098], [0.012, -0.016, 0.007], [-0.002, 0.007, -0.026], [-0.078, 0.031, 0.087], [-0.013, 0.011, -0.037], [-0.012, -0.010, 0.001], [-0.009, 0.029, 0.019], [-0.036, -0.064, -0.037], [-0.114, -0.153, 0.006], [-0.008, 0.032, 0.051], [0.024, -0.016, 0.021], [0.009, -0.002, 0.018], [-0.029, 0.003, 0.006], [0.048, 0.001, -0.030], [-0.078, 0.063, -0.166], [-0.007, -0.006, -0.007], [-0.029, 0.042, 0.038], [0.043, -0.015, -0.042], [-0.051, -0.012, 0.002], [0.042, 0.033, 0.039], [-0.016, -0.057, -0.034], [-0.001, -0.006, 0.004], [-0.002, 0.021, 0.012], [0.006, 0.003, 0.005], [-0.021, 0.007, 0.000], [-0.017, -0.005, -0.003], [0.000, 0.003, -0.004], [-0.004, 0.002, 0.001], [0.005, -0.001, -0.003], [0.026, 0.012, -0.022], [-0.002, -0.004, -0.004], [-0.006, 0.002, 0.004], [0.031, 0.011, 0.014], [-0.051, 0.018, -0.011], [0.008, -0.018, -0.007], [-0.048, -0.024, -0.009], [-0.005, -0.040, -0.048], [-0.019, 0.012, 0.000], [0.045, 0.068, 0.043], [-0.003, -0.024, 0.001], [0.017, 0.009, -0.006], [0.001, -0.058, -0.007], [-0.067, -0.057, 0.149], [-0.022, 0.005, -0.032], [0.037, -0.022, 0.004], [0.009, 0.024, -0.007], [0.013, -0.012, 0.014], [0.033, 0.024, 0.041], [-0.004, 0.011, 0.008], [0.000, -0.001, 0.000], [-0.008, 0.012, -0.016], [0.022, -0.007, 0.006], [0.010, -0.004, -0.034], [-0.017, 0.025, 0.031], [0.038, 0.002, -0.021], [-0.021, 0.017, 0.031], [-0.017, -0.007, 0.034], [-0.029, -0.085, 0.010], [0.126, 0.090, -0.056], [0.000, 0.009, 0.009], [-0.005, -0.003, 0.010], [0.006, 0.019, -0.011], [0.002, 0.007, 0.002], [0.009, -0.001, -0.006], [-0.010, -0.003, -0.027], [-0.127, 0.069, 0.011], [0.049, 0.103, 0.014], [0.002, -0.005, -0.070], [-0.008, 0.000, 0.015], [0.002, -0.011, -0.015], [0.029, -0.050, -0.006], [-0.010, -0.003, 0.001], [0.010, 0.020, -0.003], [0.014, -0.013, 0.003], [-0.006, -0.020, -0.006], [-0.008, 0.007, 0.004]], "mulliken_charge": [0.44, -0.62, -0.65, 1.14, -0.56, -0.32, -0.47, 0.50, -0.70, 0.87, -0.69, 0.17, 0.52, 0.04, -0.26, -0.45, -0.62, -0.41, 0.22, 1.13, -0.61, -0.47, -0.47, -0.50, -0.57, 0.48, 0.54, 0.55, 0.39, 0.43, 0.53, 0.47, 0.62, 0.35, 0.40, 0.40, 0.34, -0.52, -0.41, -0.15, 0.21, -0.56, -0.29, -0.25, -1.19, 0.08, 0.28, -0.37, 0.34, 0.30, 0.33, 0.27, 0.57, 0.50, 0.39, 0.81, -0.78, 0.25, -0.26, -0.68, 0.20, 0.26, -0.32, 0.38, 0.34, 0.19, 0.53, 0.46, 0.22, -0.36, 0.52, -0.17, -0.57, -0.53, 0.07, 0.30, 0.35, 0.33, 0.36, 0.41]}